Below is a 2-piece molecular cluster, C14H35N2O4Si2 overall at a distorted geometry, with properties calculated with ωB97M-V/def2-TZVPD.

The geometry in XYZ format:
```
57
Properties=species:S:1:pos:R:3:mulliken_charge:R:1
N -6.447 2.466 2.883 -0.316
O -0.522 0.943 2.227 -0.303
H 0.825 0.109 4.464 0.297
C 4.772 -0.975 -5.052 -1.060
C 3.129 -3.296 -6.072 -1.040
H 0.246 -0.844 -1.819 0.222
H -6.008 1.020 5.140 0.306
H -5.342 3.372 1.348 0.373
H 2.411 -2.621 -6.542 0.253
H -4.946 -0.115 3.481 0.193
H 5.793 -4.067 -4.651 0.343
O 1.618 0.671 1.569 -0.501
H 4.390 0.261 -2.028 0.321
C -6.457 1.081 2.436 -0.487
H -5.776 0.989 1.584 0.272
H 0.458 -2.463 -1.133 0.302
Si 2.635 -1.538 -1.902 0.114
H 0.874 -1.030 -0.172 -0.049
H 3.921 -3.514 -6.798 0.271
C -1.672 3.101 2.144 -0.492
C 0.884 -1.458 -1.178 -0.695
C -6.031 0.027 3.465 -0.412
C 3.667 -2.529 -0.648 -1.048
H -7.451 0.827 2.056 0.348
H 4.738 -2.439 -0.850 0.300
C 5.126 -3.733 -3.846 -1.061
H 5.417 -1.194 -5.913 0.343
H -1.583 1.622 0.598 0.386
H 2.822 0.847 -2.608 0.246
H 3.497 -2.179 0.378 0.336
H -6.613 2.552 3.874 0.231
H 3.131 0.702 -0.868 0.312
H 2.272 1.016 3.984 0.331
C 3.312 0.237 -1.845 -1.009
H 0.749 1.881 4.330 0.307
H 4.642 -4.615 -3.420 0.260
H -1.543 2.896 3.211 0.331
Si 3.810 -2.514 -4.482 0.122
C -0.919 2.020 1.366 -0.492
H -1.244 4.083 1.926 0.325
H -3.905 1.814 3.136 0.169
H 3.398 -3.587 -0.695 0.256
N 2.556 -2.214 -3.427 -0.105
H -3.614 3.449 3.753 0.329
H -6.463 -0.930 3.169 0.359
C 1.188 0.975 3.910 -1.101
H -5.534 4.308 2.810 0.343
H 5.412 -0.586 -4.255 0.297
H 2.615 -4.232 -5.837 0.252
H 5.750 -3.278 -3.072 0.294
O -3.046 3.126 1.801 -0.378
C 0.824 0.851 2.459 0.743
H -0.043 2.434 0.865 0.296
C -5.346 3.297 2.437 -0.906
H 4.075 -0.187 -5.345 0.260
O -6.512 0.284 4.780 -0.567
C -3.941 2.878 2.877 -0.019
```

Multiplicity = 1
HOMO energy = -3.3978 eV
Net charge = -1
LUMO = 1.9 eV

Below is C3H4N4O as an isolated structure at a distorted geometry, with properties calculated with ωB97M-V/def2-TZVPD.

The geometry in XYZ format:
```
12
Properties=species:S:1:pos:R:3:mulliken_charge:R:1
N -0.732 -0.551 -0.536 0.444
C 1.161 0.654 -0.723 -0.056
C -0.686 -1.559 0.500 0.008
H 2.398 0.470 -1.221 0.212
N -2.662 -0.717 0.305 -0.252
H 0.575 -1.785 0.778 0.294
H 0.241 1.750 0.880 0.253
O 0.129 -0.037 -1.555 -0.297
N -1.824 -1.594 1.065 -0.317
H 2.204 1.964 0.603 0.239
N -2.008 -0.033 -0.454 -0.073
C 1.203 1.438 0.357 -0.456
```

ΔE to the lowest compared entry with this formula, charge and spin = 729.87 kJ/mol
Multiplicity = 1
HOMO energy = -10.5051 eV
Net charge = 0
LUMO = 0.7 eV

Below is a single C20H17BrF3N3O4S2 molecule at a distorted geometry, with properties calculated with ωB97M-V/def2-TZVPD.

The geometry in XYZ format:
```
50
Properties=species:S:1:pos:R:3:mulliken_charge:R:1
C 0.825 -4.449 -4.888 -0.397
O -0.702 -0.287 0.844 -0.705
C -2.610 2.542 2.033 -0.654
H -1.002 2.954 -0.666 0.471
C 2.420 2.615 1.015 -0.300
Br 3.636 4.766 -0.418 -0.186
H -2.807 0.034 4.154 0.266
H 3.074 -1.183 -3.322 0.390
H -2.400 2.605 4.144 0.356
H -4.401 -0.528 3.647 0.320
C 0.967 3.754 -0.477 -0.574
F 0.798 -6.496 -6.032 -0.233
C 2.594 -1.128 -0.006 0.033
H -1.806 3.236 1.958 0.540
H -3.380 2.854 1.318 0.180
C 1.415 1.651 1.327 -0.286
C -0.065 2.911 -0.121 -0.084
C 1.819 -2.371 -2.019 0.086
C 0.974 -5.151 -6.199 0.767
S 2.951 -0.481 1.665 1.130
H 3.443 2.503 1.394 0.513
C 0.121 1.863 0.823 0.580
C -3.651 0.252 3.465 -0.535
F 2.247 -4.948 -6.685 -0.251
C -3.146 0.091 2.062 -0.747
N 0.115 -3.959 -2.817 -0.485
H 2.500 -3.028 -4.806 0.347
H -5.095 1.731 2.983 0.312
C -3.197 2.688 3.418 -0.766
C 1.148 -3.239 -2.999 0.832
C -0.964 0.890 1.081 -0.017
H 0.753 4.515 -1.188 0.479
H 3.976 0.009 -1.122 0.535
H -3.982 0.159 1.379 0.321
C 2.193 3.625 0.102 -0.176
O 4.185 0.317 1.627 -0.673
C 2.735 -1.431 -2.341 -0.800
N 1.676 0.522 2.066 -0.263
H -2.722 -0.910 1.957 0.381
H -4.672 1.682 4.665 0.300
C -4.249 1.599 3.646 -0.661
H -3.626 3.698 3.557 0.325
O -0.126 -4.738 -3.980 -0.223
C 1.627 -3.478 -4.341 -0.011
S 1.417 -2.389 -0.260 -0.018
C 3.201 -0.739 -1.138 -0.224
N -2.162 1.163 1.749 0.271
F 0.068 -4.643 -7.076 -0.223
O 3.025 -1.556 2.661 -0.659
H 0.864 -0.095 2.161 0.415
```

SMILES = O=C(c1ccc(Br)cc1NS(=O)(=O)c1ccc(-c2cc(C(F)(F)F)on2)s1)N1CCCCC1
Multiplicity = 1
HOMO energy = -9.2554 eV
Net charge = 0
LUMO = -0.3 eV

Below is a 2-piece molecular cluster, C4H10N2O3S overall at a distorted geometry, with properties calculated with ωB97M-V/def2-TZVPD.

The geometry in XYZ format:
```
20
Properties=species:S:1:pos:R:3:mulliken_charge:R:1
H 2.498 -0.023 2.544 0.258
H -0.120 -2.171 2.766 0.321
H 0.054 -1.658 -1.556 0.488
H 1.037 -0.225 3.125 0.212
S -0.062 0.546 -1.057 1.153
O 1.242 1.194 -0.840 -0.689
C 0.555 -2.038 0.980 0.586
H -1.306 -0.667 0.252 0.367
N 0.140 -0.818 -2.132 -0.681
C -1.145 1.687 -2.079 -1.049
H -0.607 2.434 -2.603 0.359
C -0.633 0.131 0.529 -0.784
H 1.883 -0.450 0.532 0.453
H -1.704 1.012 -2.786 0.340
O 0.014 -2.778 2.051 -0.479
C 1.182 -0.811 1.247 -0.205
H -1.864 2.229 -1.492 0.340
O 0.272 -2.474 -0.105 -0.672
H 1.066 -0.658 -2.473 0.291
N 1.708 -0.579 2.552 -0.608
```

ΔE to the lowest compared entry with this formula, charge and spin = 601.33 kJ/mol
Multiplicity = 1
HOMO energy (alpha / beta) = -8.2814 / -8.2826 eV
Net charge = 0
LUMO (alpha / beta) = -0.1 / -0.1 eV

Below is C14H12Cl3CuN5OSSi as an isolated structure, with properties calculated with ωB97M-V/def2-TZVPD.

The geometry in XYZ format:
```
38
Properties=species:S:1:pos:R:3:mulliken_charge:R:1
C 1.161 -3.515 -1.742 -0.196
C -0.225 2.069 2.061 0.743
C 0.355 1.463 -3.876 0.735
C 1.634 -2.321 -2.254 -0.970
N -0.425 1.238 -3.016 -0.370
N 1.034 -3.561 2.578 -0.537
C -0.043 -3.534 -1.056 -0.626
H 0.097 0.626 3.661 0.279
O 1.138 1.736 -4.726 -0.658
C -0.474 4.552 0.858 -0.926
C 1.143 -2.243 2.082 0.284
Si -1.674 0.342 -2.045 0.647
H 1.745 -4.423 -1.843 0.327
Cl -2.857 2.150 -2.122 -0.386
H -0.670 3.403 -0.932 0.342
C -0.779 -2.372 -0.905 -0.161
H -0.398 -4.451 -0.602 0.331
N -0.420 2.162 0.687 0.084
Cl -2.495 -0.741 -3.680 -0.414
H -0.314 5.370 2.883 0.367
C -0.210 3.241 2.854 -1.010
H -1.706 -2.404 -0.351 0.266
Cl -3.226 -0.416 -0.530 -0.463
H -0.088 3.133 3.926 0.321
C 0.902 -1.158 -2.086 -0.197
N 0.119 -1.499 2.374 -1.210
S 2.592 -1.851 1.238 -0.556
Cu -0.465 0.324 -0.100 -1.195
N 0.056 -0.251 1.775 0.713
H 2.600 -2.277 -2.742 0.307
C -0.335 -1.145 -1.424 1.243
H 1.329 -0.234 -2.447 0.407
H 0.389 -3.603 3.357 0.278
H -0.567 5.500 0.347 0.353
C -0.521 3.382 0.143 0.007
C -0.330 4.472 2.275 -0.094
H 1.945 -3.939 2.789 0.200
C -0.015 0.774 2.589 -0.266
```

ΔE to the lowest compared entry with this formula, charge and spin = 0.00 kJ/mol
Multiplicity = 2
HOMO energy (alpha / beta) = 0.3339 / -1.3582 eV
Net charge = -2
LUMO (alpha / beta) = 5.1 / 5.0 eV

Below is a single C2H6N2O molecule at a distorted geometry, with properties calculated with ωB97M-V/def2-TZVPD.

The geometry in XYZ format:
```
11
Properties=species:S:1:pos:R:3:mulliken_charge:R:1
C -0.796 0.118 -0.553 0.571
H 1.260 1.083 0.781 0.295
H 1.331 -0.515 -0.560 0.317
O -1.723 0.435 -1.338 -0.602
H 0.039 -1.866 -0.296 0.247
N 0.555 0.829 1.468 -0.691
H -1.464 1.167 1.033 0.225
H 0.766 -0.173 1.597 0.279
C 0.337 -0.888 -0.865 -0.908
H 0.315 -1.023 -1.938 0.282
N -0.622 0.835 0.672 -0.015
```

ΔE to the lowest compared entry with this formula, charge and spin = 184.95 kJ/mol
SMILES = CC(=O)NN
Multiplicity = 1
HOMO energy = -9.8268 eV
Net charge = 0
LUMO = 0.7 eV